{"formula": "C32H25Cl2N8ORbS2", "method": "the ωB97M-V functional and the def2-TZVPD basis", "species": ["Rb", "Cl", "Cl", "S", "S", "O", "N", "N", "N", "N", "N", "N", "N", "N", "C", "C", "C", "C", "C", "C", "C", "C", "C", "C", "C", "C", "C", "C", "C", "C", "C", "C", "C", "C", "C", "C", "C", "C", "C", "C", "C", "C", "C", "C", "C", "C", "H", "H", "H", "H", "H", "H", "H", "H", "H", "H", "H", "H", "H", "H", "H", "H", "H", "H", "H", "H", "H", "H", "H", "H", "H"], "positions_angstrom": [[-0.44713, 0.20039, 0.00844], [-2.76382, 4.58321, 0.55509], [0.41950, 5.97017, 4.65370], [-2.35663, -2.37697, 4.48508], [1.04976, -5.13427, -0.17058], [-1.94474, 1.79023, 1.24903], [-1.86295, -0.91529, -2.53827], [-0.09257, 1.07725, 3.09653], [-1.57838, -1.73020, 2.12764], [0.55881, 0.14250, -3.16939], [0.47939, -2.72227, 0.50345], [2.46682, 0.23162, -1.16487], [1.94269, -2.84584, -1.31693], [-3.05584, -0.17748, 3.03999], [-1.62737, -0.67165, -3.82420], [-2.32221, -1.31385, 3.11313], [-1.40935, 2.70759, 1.95020], [-1.00289, -2.93894, 2.42627], [4.42015, 2.19255, -1.30048], [0.97224, 2.92960, 4.88024], [3.22971, 0.49535, -0.10477], [2.28390, 0.64854, -4.74850], [1.25985, 1.60169, 4.99947], [-3.22680, -1.64432, -0.70447], [3.62110, 1.91981, -2.40144], [-0.24654, -0.20019, -4.17485], [-2.60323, -0.85149, -4.80245], [1.14774, -3.41865, -0.37117], [-1.09914, 5.05592, 2.62069], [4.22837, 1.46933, -0.14150], [-3.84622, -1.32320, -4.41820], [-1.28925, -3.45250, 3.64907], [2.94596, -0.26032, 1.15762], [0.00638, -4.88532, 1.18432], [0.17285, -0.14955, -5.50480], [-3.05748, -1.38178, -2.16710], [1.79151, 0.56178, -3.44923], [-0.16552, -3.55784, 1.39242], [2.66252, 0.92276, -2.29116], [-0.24387, 4.72093, 3.63285], [0.10910, 3.36916, 3.85083], [-0.44019, 2.38517, 2.99633], [-4.07834, -1.60368, -3.08509], [1.45346, 0.28160, -5.79122], [0.70899, 0.70716, 4.06044], [-1.66487, 4.07412, 1.80083], [3.72450, 2.48484, -3.31617], [-3.39466, 0.20121, 3.90873], [2.30682, -1.12028, 0.96972], [-0.44690, -5.70741, 1.70622], [0.95566, -0.34992, 4.10692], [-3.27503, -0.70302, -0.15212], [3.87087, -0.59837, 1.62550], [3.30056, 0.96526, -4.92867], [-4.13853, -2.19738, -0.48497], [1.85534, -1.83727, -1.41110], [-4.62515, -1.47003, -5.15469], [-2.37426, -2.20143, -0.31887], [1.80480, 0.31944, -6.81332], [-0.48008, -0.45989, -6.30454], [1.90386, 1.23397, 5.78607], [-2.41557, -0.62226, -5.83889], [4.82506, 1.65198, 0.74118], [2.43839, 0.39001, 1.87413], [-0.92501, -4.36207, 4.09116], [1.38831, 3.65567, 5.56526], [-1.35659, 6.09276, 2.45150], [-2.69585, 0.52230, 2.36923], [-5.03317, -1.98071, -2.74765], [5.17422, 2.96682, -1.35075], [2.10692, -3.35702, -2.16686]], "mulliken_charge": [0.786, -0.252, -0.296, -0.286, -0.283, -0.990, 0.278, 0.408, 0.363, 0.344, 0.192, 0.279, -0.359, -0.316, 0.806, 0.164, -0.170, -0.214, -0.570, -0.981, 0.764, -1.111, -0.991, -0.830, -0.984, 0.599, -0.996, 0.260, -0.668, -0.933, -0.535, -0.429, -1.000, -0.517, -0.846, 0.675, 0.478, -0.292, 0.524, 0.805, 0.022, 0.140, -0.903, -0.755, -0.277, 0.557, 0.474, 0.290, 0.020, 0.510, 0.467, 0.150, 0.482, 0.462, 0.443, 0.105, 0.427, -0.024, 0.434, 0.240, 0.437, 0.273, 0.461, 0.143, 0.493, 0.405, 0.440, 0.059, 0.419, 0.436, 0.296], "total_charge": 0, "homo_energy_ev": -6.54, "total_energy_ev": -94932.8815, "molar_mass_g_mol": 758.12, "relative_energy_ev": 0.3427, "gap_ev": 6.44}

---

{"formula": "C18H31FKN2O16PSV", "method": "the ωB97M-V functional and the def2-TZVPD basis", "species": ["V", "K", "S", "P", "F", "O", "O", "O", "O", "O", "O", "O", "O", "O", "O", "O", "O", "O", "O", "O", "O", "N", "N", "C", "C", "C", "C", "C", "C", "C", "C", "C", "C", "C", "C", "C", "C", "C", "C", "C", "C", "H", "H", "H", "H", "H", "H", "H", "H", "H", "H", "H", "H", "H", "H", "H", "H", "H", "H", "H", "H", "H", "H", "H", "H", "H", "H", "H", "H", "H", "H", "H"], "positions_angstrom": [[2.29340, 3.85913, -4.97336], [-1.76722, -0.65456, -1.82381], [-4.65564, 4.46902, 2.72417], [3.79313, -1.44130, -1.44462], [0.08630, -1.28908, -2.55765], [1.30996, -1.20716, 1.50655], [-4.83905, 4.44538, 1.30460], [-3.39380, -1.10431, -0.65266], [-5.30683, -2.27666, -1.20570], [-3.65274, 5.69304, 3.08300], [2.99134, 2.27390, -5.18895], [1.62237, 5.45458, -4.78568], [2.95043, 3.78035, 2.24316], [-0.25135, 3.11342, -2.30914], [-1.31140, 3.19664, -0.30142], [2.46530, 0.19398, 2.52724], [1.24342, 2.86416, 3.29608], [2.28952, -4.38519, 0.52588], [2.95252, 3.21994, 4.37521], [-5.74932, 4.48590, 3.65031], [-3.65737, 3.25294, 3.13222], [2.10113, -1.32563, -0.90574], [1.43935, -0.40748, 2.60882], [-4.07627, -2.35669, -0.93605], [1.93348, -3.99613, -0.84449], [-2.50338, 5.18806, 3.76684], [-2.58080, 2.77331, -2.24418], [-0.94417, 0.18397, 1.07511], [2.41239, 3.31505, 3.24742], [0.31785, -0.69859, 0.55524], [1.39314, -2.48052, -0.69830], [-1.80461, -3.91467, -0.91883], [-0.09017, -2.03815, -0.27452], [-2.33036, 3.76438, 3.26415], [4.99330, -0.84836, -0.10899], [-1.24716, 3.05861, -1.55271], [-3.42430, -3.83958, -0.95498], [3.93134, -0.40714, -3.02751], [-1.12808, -3.11960, 0.36456], [1.28889, -0.06388, -0.62648], [3.51051, -5.15846, 0.54076], [-3.90408, -4.46516, -0.13380], [1.91452, 0.80040, -0.19131], [-3.39762, 2.73286, -1.51836], [3.71889, -5.74370, -0.41560], [-2.52162, 1.81451, -2.75789], [-1.36588, -3.49107, -1.92339], [-0.62870, -3.90992, 1.02047], [-2.71145, 5.20526, 4.84081], [4.44349, -4.53524, 0.81225], [-1.98574, -2.60941, 0.94192], [-2.80685, 3.55273, -2.97488], [3.39981, -5.93624, 1.38502], [-3.99100, -0.63182, 0.00775], [3.30017, 0.55940, -2.99426], [5.97304, -1.43043, -0.27523], [1.10726, -4.72192, -1.16049], [3.57116, -0.97500, -3.96024], [4.64710, -1.11539, 0.95628], [-1.83794, -0.45515, 1.43076], [5.15834, 0.28892, -0.21203], [-1.63160, 5.80812, 3.55694], [-1.31944, 0.83930, 0.17235], [-1.74738, 3.14998, 3.95038], [-0.71656, 0.90979, 1.92129], [-3.74253, -4.31417, -1.95840], [-1.86165, 3.74850, 2.27447], [-0.63908, -1.57959, -1.20280], [0.55323, 0.22954, -1.49130], [5.01487, -0.09927, -3.23682], [2.81634, -4.07744, -1.55588], [-1.44010, -5.00835, -0.84469]], "mulliken_charge": [1.403, 0.851, 1.087, 0.084, -0.945, -0.286, -0.515, -0.272, -0.559, -0.329, -1.010, -0.930, -0.473, -0.677, -0.607, -0.223, -0.455, -0.284, -0.445, -0.562, -0.310, 0.397, 0.151, 0.422, -0.959, -0.326, -0.631, 0.118, 0.906, 0.236, 0.054, -0.495, 0.448, -0.007, -0.958, 0.587, -0.713, -0.910, -0.547, -0.502, -0.687, 0.317, 0.416, 0.208, 0.318, -0.076, 0.378, 0.371, 0.304, 0.226, 0.312, 0.373, 0.254, 0.261, 0.242, 0.369, 0.170, 0.276, 0.222, -0.035, 0.350, 0.315, -0.501, 0.290, 0.453, 0.341, 0.082, -0.070, 0.403, 0.364, 0.594, 0.347], "total_charge": -1, "homo_energy_ev": -3.73, "total_energy_ev": -119744.7178, "molar_mass_g_mol": 703.53, "gap_ev": 1.72}

---

{"formula": "C4H8F2", "method": "the ωB97M-V functional and the def2-TZVPD basis", "species": ["F", "F", "C", "C", "C", "C", "H", "H", "H", "H", "H", "H", "H", "H"], "positions_angstrom": [[1.65126, 0.53835, -1.41950], [0.70498, 1.86047, -0.04835], [0.96338, -0.66807, 0.91287], [-1.60186, -0.14702, 0.27421], [0.46162, 0.90873, -0.96070], [-0.07034, -0.25896, -0.17827], [0.07511, -0.97391, -0.97412], [1.17452, -1.66396, 0.62667], [-1.72377, 0.56838, 1.17353], [-2.21587, 0.32554, -0.59838], [1.96723, -0.30469, 0.53081], [0.63218, -0.27412, 1.83360], [-1.95354, -1.06593, 0.67382], [-0.06489, 1.15519, -1.84617]], "mulliken_charge": [-0.272, -0.283, -1.299, -1.232, 0.007, 0.332, 0.280, 0.399, 0.285, 0.288, 0.326, 0.381, 0.393, 0.396], "total_charge": 0, "homo_energy_ev": -11.14, "total_energy_ev": -9711.6646, "molar_mass_g_mol": 94.10, "smiles": "CC(C)C(F)F", "relative_energy_ev": 1.5356, "gap_ev": 12.20}

---

{"formula": "C7H28N15O10", "method": "the ωB97M-V functional and the def2-TZVPD basis", "species": ["O", "O", "O", "O", "O", "O", "O", "O", "O", "O", "N", "N", "N", "N", "N", "N", "N", "N", "N", "N", "N", "N", "N", "N", "N", "C", "C", "C", "C", "C", "C", "C", "H", "H", "H", "H", "H", "H", "H", "H", "H", "H", "H", "H", "H", "H", "H", "H", "H", "H", "H", "H", "H", "H", "H", "H", "H", "H", "H", "H"], "positions_angstrom": [[3.24005, -19.94366, -3.41381], [4.71435, -18.85424, 2.10918], [5.18689, -18.14887, 0.22068], [6.63976, -14.47230, -2.39256], [6.03886, -21.62800, 5.87762], [1.36929, -17.98293, -3.11971], [3.70963, -17.08051, 1.35953], [7.44987, -17.77419, 4.95698], [-1.23758, -14.99617, 0.35479], [9.09069, -20.91076, 1.31788], [0.98262, -14.62754, 0.30387], [0.22733, -16.60544, 0.63972], [2.63514, -16.74607, -1.74265], [5.20611, -19.10004, -2.91757], [4.66133, -21.04701, 4.18614], [7.10542, -16.39235, -1.26171], [7.94296, -15.70549, 3.94841], [8.49147, -18.77291, 1.33694], [6.71797, -20.38915, 4.18143], [7.11623, -20.26840, 0.78007], [3.92062, -20.09806, -1.43589], [5.74674, -15.05180, -0.39203], [1.24388, -15.83858, -3.07786], [4.52700, -18.02197, 1.23556], [6.01078, -16.56589, 3.63986], [5.79698, -21.03892, 4.83577], [1.71835, -16.92759, -2.67263], [6.51283, -15.26004, -1.42757], [4.13238, -19.79133, -2.65965], [7.17236, -16.71824, 4.27595], [8.30090, -20.02513, 1.10241], [-0.06294, -15.37726, 0.45778], [1.86903, -15.03064, 0.57199], [8.89774, -15.74379, 4.27555], [4.37755, -19.57311, -0.70395], [6.75484, -17.09600, -0.62762], [1.16618, -16.86957, 0.90223], [3.85334, -21.62035, 4.38238], [6.39951, -19.56173, 0.86386], [-0.53505, -17.26502, 0.70169], [6.07815, -19.19870, -2.41765], [7.56652, -14.91197, 3.44969], [2.92870, -20.24999, -1.32141], [9.33181, -18.62951, 1.87855], [5.33332, -17.31466, 3.66202], [0.82585, -13.66115, 0.05563], [0.57380, -15.84290, -3.83355], [2.90164, -15.77204, -1.76119], [5.56804, -15.69914, 0.36238], [7.61330, -20.54303, 4.62280], [7.63505, -16.74538, -2.04590], [5.41531, -18.69465, -3.81868], [6.87707, -21.23495, 0.61066], [4.57691, -20.40938, 3.40741], [3.20715, -17.51941, -1.43465], [5.83167, -15.70387, 3.14492], [1.51065, -14.94717, -2.68503], [4.95472, -14.49376, -0.67731], [6.37836, -19.62355, 3.61696], [7.82068, -18.09688, 1.00058]], "mulliken_charge": [-0.594, -0.750, -0.267, -0.730, -0.740, -0.657, -0.639, -0.660, -0.750, -0.757, -0.310, -0.262, 0.054, -0.227, -0.251, -0.275, -0.422, -0.267, -0.125, -0.175, -0.423, -0.393, -0.328, 0.840, -0.291, 0.490, 0.581, 0.609, 0.369, 0.743, 0.584, 0.689, 0.147, 0.230, 0.102, 0.035, 0.118, 0.174, 0.203, 0.184, 0.168, 0.156, 0.271, 0.198, 0.179, 0.195, 0.236, 0.075, 0.132, 0.157, 0.206, 0.202, 0.168, 0.323, -0.118, 0.117, 0.126, 0.178, 0.074, 0.093], "total_charge": -1, "homo_energy_ev": -6.71, "total_energy_ev": -50542.6813, "molar_mass_g_mol": 482.40, "relative_energy_ev": 4.5868, "gap_ev": 8.69}